## one
Density functional theory data (the ωB97M-V functional and the def2-TZVPD basis) for a 2-piece molecular cluster, C3H6BrNO3 overall.

The geometry in XYZ format:
```
14
Properties=species:S:1:pos:R:3
Br 2.627 -0.968 -0.016
O -1.085 0.557 -0.096
O 0.659 2.591 0.484
O -2.549 -1.743 0.330
N 0.062 -0.172 -0.050
C 1.669 1.798 -0.123
C -1.898 -2.721 0.154
C 1.195 0.333 -0.063
H -2.070 -3.668 0.780
H -1.855 0.070 0.206
H 0.055 2.935 -0.127
H 2.680 1.778 0.296
H 1.732 1.967 -1.149
H -1.221 -2.757 -0.626
```

SMILES string: OC/C(Br)=N\O.C=O

Population analysis type natural (NBO), resulting atomic charges in e: 0.008, -0.563, -0.696, -0.540, -0.178, -0.134, 0.319, 0.163, 0.104, 0.512, 0.481, 0.208, 0.190, 0.125



## two
Density functional theory data (the ωB97M-V functional and the def2-TZVPD basis) for C3H6BrNO3 as an isolated structure.

The geometry in XYZ format:
```
14
C3H6BrNO3 | the Open Molecules 2025 dataset | the ωB97M-V functional and the def2-TZVPD basis
Br -2.731 -1.068 0.025
O 2.369 0.307 -0.199
O 0.120 1.846 1.455
O 1.823 -1.805 -0.034
N 1.556 -0.595 -0.046
C -0.261 1.194 0.269
C -1.039 -1.168 -0.934
C 0.217 -0.297 0.304
H -1.362 1.321 0.147
H -1.132 -0.389 -1.696
H 0.020 -0.776 1.239
H -0.691 -2.127 -1.148
H 1.038 1.944 1.338
H 0.072 1.612 -0.719
```

Population analysis type natural (NBO), resulting atomic charges in e: 0.024, -0.372, -0.690, -0.377, 0.485, -0.114, -0.394, -0.107, 0.211, 0.216, 0.244, 0.224, 0.471, 0.179



Relative energies, kcal/mol: one 0.0; two 25.4.